# 1
{"formula": "C4H7NO2", "method": "the ωB97M-V functional and the def2-TZVPD basis", "elements": ["O", "C", "C", "N", "C", "O", "C", "H", "H", "H", "H", "H", "H", "H"], "positions_angstrom": [[-1.0686, -0.4163, 1.4914], [-0.9516, 0.0389, 0.1576], [-0.2206, -0.9482, -0.7869], [1.2150, -0.7549, -0.9312], [1.7855, 0.0325, -0.1260], [1.2161, 0.9847, 0.6413], [-0.1113, 1.3025, 0.2330], [-1.2848, -1.3543, 1.4739], [-1.9456, 0.3075, -0.2404], [-0.7181, -0.9901, -1.7627], [-0.2055, -1.9762, -0.4097], [2.8612, -0.0222, 0.0262], [-0.0778, 1.7972, -0.7474], [-0.4940, 1.9990, 0.9807]], "forces_ev_per_a": [[0.0, -0.3, 0.1], [0.2, 0.1, -0.3], [-0.1, 0.0, 0.0], [0.3, 0.2, 0.3], [0.1, -0.1, -0.3], [0.1, 0.0, 0.0], [-0.2, 0.1, 0.0], [0.0, 0.1, 0.1], [0.2, -0.2, 0.0], [0.2, 0.2, 0.1], [-0.8, 0.0, 0.2], [0.0, 0.3, -0.1], [0.0, -0.1, 0.1], [0.0, -0.1, -0.1]], "lowdin_charge": [-0.0158, -0.3488, -0.1640, 0.0562, -0.2379, -0.0354, -0.1300, 0.0932, 0.1444, 0.1149, 0.1182, 0.1306, 0.1392, 0.1353], "smiles": "O[C@@H]1CN=COC1", "energy_ev": -9845.6070, "molar_mass_g_mol": 101.10}

# 2
{"formula": "C15H16BClN4O2S2Ta", "method": "the ωB97M-V functional and the def2-TZVPD basis", "elements": ["Ta", "C", "N", "C", "C", "N", "B", "N", "C", "C", "N", "C", "C", "S", "C", "S", "H", "H", "H", "H", "H", "H", "H", "H", "H", "H", "H", "H", "Cl", "C", "C", "C", "C", "O", "C", "C", "O", "C", "H", "H", "H", "H"], "positions_angstrom": [[-0.0001, 0.3501, -0.2479], [-4.3292, -0.3155, 1.7709], [-3.1907, -1.0542, 2.3093], [-3.0430, -1.4743, 3.5961], [-1.8583, -2.1545, 3.6631], [-1.2862, -2.1491, 2.4262], [0.0000, -2.9522, 1.9836], [1.2862, -2.1490, 2.4262], [1.8583, -2.1544, 3.6631], [3.0429, -1.4741, 3.5961], [3.1907, -1.0540, 2.3093], [4.3291, -0.3152, 1.7709], [2.1099, -1.4729, 1.6151], [1.9249, -1.2693, -0.1049], [-2.1099, -1.4730, 1.6151], [-1.9249, -1.2694, -0.1049], [-4.9517, 0.0272, 2.5923], [-4.9334, -0.9546, 1.1278], [-3.9881, 0.5419, 1.1946], [-3.7863, -1.2941, 4.3551], [-1.4172, -2.6681, 4.5007], [0.0000, -3.0329, 0.7945], [0.0000, -3.9945, 2.5534], [1.4173, -2.6681, 4.5007], [3.7862, -1.2940, 4.3551], [4.9515, 0.0276, 2.5922], [3.9879, 0.5421, 1.1946], [4.9334, -0.9543, 1.1278], [0.0001, 4.6615, 5.8885], [0.0000, 3.5330, 4.6302], [0.0000, 2.1595, 4.9011], [-0.0001, 1.2348, 3.8744], [-0.0001, 1.6599, 2.5537], [-0.0001, 0.7684, 1.5306], [0.0000, 3.0424, 2.2558], [0.0000, 3.5156, 0.8844], [0.0000, 2.8017, -0.1277], [0.0000, 3.9578, 3.2984], [-0.0001, 1.8248, 5.9305], [-0.0001, 0.1748, 4.0897], [0.0000, 4.6032, 0.7407], [0.0001, 5.0201, 3.0807]], "forces_ev_per_a": [[0.0, -0.3, 3.6], [-0.4, 0.1, -0.2], [0.3, 0.0, -0.2], [0.1, -0.1, 0.2], [-0.2, 0.1, 0.2], [-0.1, 0.1, -0.3], [0.0, -0.1, 0.1], [0.1, 0.1, -0.3], [0.2, 0.1, 0.1], [-0.1, -0.1, 0.2], [-0.4, 0.0, -0.2], [0.4, 0.1, -0.2], [0.1, 0.0, 0.4], [-1.7, 1.6, -0.6], [-0.1, 0.0, 0.4], [1.7, 1.6, -0.6], [0.1, 0.0, 0.0], [0.1, -0.1, 0.0], [0.0, 0.0, 0.1], [0.0, 0.0, 0.0], [0.0, -0.1, 0.0], [0.0, 0.0, 0.0], [0.0, 0.0, 0.1], [0.0, -0.1, 0.0], [0.0, 0.0, 0.0], [-0.1, 0.0, 0.0], [0.0, 0.0, 0.1], [-0.1, -0.1, 0.0], [0.0, 0.1, 0.0], [0.0, -0.3, -0.2], [0.0, 0.5, 0.1], [0.0, -0.5, -0.7], [0.0, 1.1, 1.1], [0.0, -1.2, -2.3], [0.0, -0.6, -0.5], [0.0, 0.3, 0.7], [0.0, -2.2, -1.0], [0.0, 0.3, 0.1], [0.0, 0.0, 0.0], [0.0, -0.1, 0.0], [0.0, -0.1, -0.1], [0.0, 0.0, 0.0]], "lowdin_charge": [1.6691, 0.0207, -0.0896, 0.0290, -0.0019, 0.0117, -0.3824, 0.0117, -0.0018, 0.0289, -0.0895, 0.0207, -0.6611, 0.7794, -0.6611, 0.7794, 0.1148, 0.1187, 0.0916, 0.1554, 0.1483, 0.0426, 0.1036, 0.1483, 0.1554, 0.1148, 0.0916, 0.1187, 0.8616, -0.6231, -0.0120, 0.0425, -0.2348, -0.2596, -0.1100, -0.0741, -0.0533, 0.0178, 0.1387, 0.1192, 0.1743, 0.1458], "energy_ev": -62263.4861, "total_charge": 3, "molar_mass_g_mol": 575.67}

# 3
{"formula": "C34H90Cl4N4O28P6", "method": "the ωB97M-V functional and the def2-TZVPD basis", "elements": ["C", "O", "P", "O", "O", "C", "O", "C", "H", "H", "H", "H", "H", "H", "H", "H", "H", "C", "O", "P", "O", "O", "C", "O", "C", "H", "H", "H", "H", "H", "H", "H", "H", "H", "C", "O", "P", "O", "O", "C", "O", "C", "H", "H", "H", "H", "H", "H", "H", "H", "H", "C", "O", "P", "O", "O", "C", "O", "C", "H", "H", "H", "H", "H", "H", "H", "H", "H", "C", "O", "P", "O", "O", "C", "O", "C", "H", "H", "H", "H", "H", "H", "H", "H", "H", "C", "O", "P", "O", "O", "C", "O", "C", "H", "H", "H", "H", "H", "H", "H", "H", "H", "C", "N", "C", "C", "O", "H", "H", "H", "H", "H", "H", "H", "C", "N", "C", "C", "O", "H", "H", "H", "H", "H", "H", "H", "C", "N", "C", "C", "O", "H", "H", "H", "H", "H", "H", "H", "C", "N", "C", "C", "O", "H", "H", "H", "H", "H", "H", "H", "Cl", "C", "C", "Cl", "H", "H", "H", "H", "Cl", "C", "C", "Cl", "H", "H", "H", "H"], "positions_angstrom": [[-1.3350, -3.0684, 6.9393], [-1.5471, -1.9799, 6.0866], [-1.6341, -2.2232, 4.4816], [-0.4574, -2.9417, 3.9044], [-2.9880, -3.1370, 4.3384], [-3.2328, -4.0242, 3.2819], [-1.9624, -0.8003, 3.8233], [-1.8354, -0.5886, 2.4419], [-2.1536, -3.2896, 7.6241], [-0.4432, -2.9390, 7.5526], [-1.2725, -4.0219, 6.4149], [-4.0868, -3.6119, 2.7445], [-3.5761, -4.9716, 3.6974], [-2.4472, -4.1511, 2.5369], [-2.7277, -0.0979, 2.0531], [-1.7295, -1.4809, 1.8249], [-0.9481, 0.0254, 2.2875], [-2.2121, 3.8558, 1.7104], [-3.1107, 2.7716, 1.5881], [-4.7547, 2.9205, 1.7148], [-5.6275, 1.9051, 1.1111], [-4.9993, 4.4097, 1.1285], [-4.8998, 4.6346, -0.2715], [-4.9140, 3.0611, 3.3278], [-5.9871, 3.6292, 3.9782], [-1.2658, 3.3327, 1.8478], [-2.3841, 4.4777, 2.5888], [-2.2051, 4.4883, 0.8227], [-3.9905, 5.2357, -0.2818], [-5.6753, 5.1488, -0.8392], [-4.6883, 3.6744, -0.7421], [-6.3355, 2.9254, 4.7341], [-6.7445, 4.0672, 3.3281], [-5.5666, 4.4714, 4.5277], [2.1102, -1.1001, 4.0160], [3.0600, -0.4803, 4.9305], [2.8938, 1.0681, 5.3599], [2.1087, 1.8783, 4.3543], [4.3774, 1.6123, 5.5776], [5.2787, 0.8685, 6.3701], [2.3066, 0.9290, 6.7884], [0.8650, 0.7281, 7.1342], [2.2181, -0.7834, 2.9786], [1.0929, -0.8682, 4.3312], [2.2175, -2.1750, 4.1615], [5.0680, 0.8812, 7.4395], [6.3131, 1.1510, 6.1746], [5.3985, -0.1822, 6.1061], [0.5700, -0.2330, 7.5554], [0.1209, 0.9078, 6.3583], [0.5787, 1.3523, 7.9807], [2.0542, -4.7431, -4.7777], [0.7672, -5.3694, -4.5654], [0.0995, -5.4300, -3.0678], [-1.3342, -5.8842, -3.0428], [1.1318, -6.2913, -2.1179], [1.2257, -7.6569, -2.1986], [0.2387, -3.8894, -2.5371], [-0.1596, -3.4522, -1.2312], [1.8851, -3.8163, -5.3260], [2.8526, -5.4133, -5.0962], [2.4209, -4.4297, -3.8002], [1.4568, -8.1144, -1.2366], [2.0726, -7.8863, -2.8453], [0.3343, -8.2023, -2.5087], [0.6252, -2.9865, -0.6350], [-0.4058, -4.2387, -0.5179], [-1.0319, -2.8102, -1.3540], [3.5044, -2.3902, -0.7105], [4.8346, -2.7978, -0.8763], [5.1732, -3.9090, -2.0786], [4.8696, -3.4738, -3.4716], [6.8276, -4.0915, -1.7319], [7.5495, -5.1226, -2.3692], [4.5225, -5.3231, -1.5845], [4.5310, -5.6520, -0.1838], [2.8345, -2.9218, -1.3864], [3.4729, -1.3173, -0.8999], [3.1817, -2.6658, 0.2934], [7.0221, -5.4510, -3.2648], [7.5812, -5.9577, -1.6694], [8.5360, -4.7583, -2.6557], [3.8414, -4.9639, 0.3052], [5.5009, -5.3509, 0.2122], [4.3223, -6.6948, 0.0549], [-4.2475, 1.0615, -3.5343], [-4.2412, 0.1585, -4.7146], [-3.0126, -0.8577, -4.8874], [-2.9788, -1.4585, -6.2360], [-1.6598, -0.0383, -4.5730], [-0.4180, -0.7845, -4.4670], [-3.1708, -1.8994, -3.6472], [-3.2489, -3.2727, -3.8836], [-5.1930, 1.1826, -3.0056], [-4.1078, 2.0986, -3.8392], [-3.4784, 0.8918, -2.7808], [0.3301, -0.4536, -5.1874], [-0.5282, -1.8596, -4.6088], [0.0682, -0.5357, -3.5237], [-2.4884, -3.5815, -4.6007], [-4.2240, -3.6099, -4.2351], [-3.0898, -3.7302, -2.9071], [-4.8065, -1.4038, -1.1702], [-5.1848, -0.9622, 0.2074], [-5.6508, -1.7567, 1.1417], [-5.7841, -1.2418, 2.5388], [-5.9051, -2.9376, 0.9484], [-4.8046, -2.4799, -1.3435], [-3.8068, -0.9808, -1.2693], [-5.4485, -0.8699, -1.8709], [-5.1771, 0.0294, 0.3991], [-5.5572, -2.0158, 3.2720], [-6.8608, -1.0803, 2.5908], [-5.2411, -0.3181, 2.7386], [-1.4807, 1.0764, -0.8959], [-0.2210, 1.4481, -0.3694], [0.8404, 0.6645, -0.2190], [2.0406, 1.3225, 0.4151], [0.8426, -0.5333, -0.4673], [-2.2369, 1.8609, -0.9272], [-1.7723, 0.2588, -0.2366], [-1.4376, 0.6493, -1.8978], [-0.1428, 2.3837, 0.0031], [2.4841, 0.4573, 0.9079], [1.8629, 2.1555, 1.0953], [2.6885, 1.5614, -0.4282], [1.2918, 6.6955, -0.9154], [2.3374, 5.8827, -1.5254], [2.9633, 4.9283, -0.8921], [4.0485, 4.2121, -1.5896], [2.7311, 4.6435, 0.2443], [1.3413, 7.7239, -1.2732], [1.4929, 6.8625, 0.1427], [0.3484, 6.2110, -1.1671], [2.4959, 6.0718, -2.5048], [3.8107, 4.1467, -2.6514], [4.1809, 3.2637, -1.0690], [5.0136, 4.7045, -1.4706], [0.1221, 2.9308, -3.8528], [-1.1229, 3.6779, -4.1011], [-1.7760, 4.3915, -3.1565], [-3.0635, 5.1110, -3.5794], [-1.3644, 4.4658, -2.0040], [0.8362, 3.7225, -4.0796], [0.3050, 2.0803, -4.5097], [0.2169, 2.6677, -2.7993], [-1.5534, 3.6396, -5.0139], [-3.8046, 4.3872, -3.2406], [-3.2285, 5.2565, -4.6470], [-3.1707, 6.0199, -2.9873], [3.6294, 5.4958, 4.7661], [3.0703, 4.7485, 3.2250], [1.5752, 4.6497, 3.1044], [0.7862, 6.2311, 3.0947], [3.5931, 3.8034, 3.0782], [3.3683, 5.4391, 2.4361], [1.2002, 4.0710, 3.9486], [1.3326, 4.1162, 2.1853], [3.4567, 2.2119, -4.7863], [4.6597, 0.8264, -4.6792], [4.1743, -0.0655, -3.5264], [2.7145, -1.0174, -3.8652], [5.6196, 1.2524, -4.3872], [4.7256, 0.3481, -5.6564], [3.9393, 0.5324, -2.6458], [4.9726, -0.7452, -3.2286]], "forces_ev_per_a": [[0.0, -1.9, 0.7], [-0.7, 1.3, -2.1], [0.1, -2.3, -0.5], [-1.2, 1.1, 0.5], [1.8, 1.9, 1.4], [-1.3, -0.3, -1.1], [-0.1, -1.1, 2.3], [0.3, 0.3, -1.4], [-0.4, 0.9, 0.0], [0.1, 0.2, -0.3], [0.5, 0.1, -0.4], [-0.1, -0.1, -0.2], [0.4, -0.1, 0.0], [0.4, 0.0, 0.5], [0.0, 0.3, 0.3], [0.2, -0.4, 0.4], [-0.1, 0.1, -0.2], [0.6, 0.2, 0.3], [-3.3, -1.1, -0.2], [1.4, 1.5, 1.3], [1.0, -0.1, -0.1], [-1.3, -0.7, 1.5], [2.0, -0.3, -0.3], [1.9, -0.8, -3.2], [-0.6, 1.4, 1.4], [0.2, 0.5, -0.1], [-0.2, -0.1, 0.1], [0.1, -0.2, -0.1], [0.0, 0.1, -0.9], [-0.6, -0.1, 0.9], [-0.1, 0.1, -0.4], [-0.5, 0.0, -0.4], [-0.2, -0.5, -0.1], [-0.2, 0.2, 0.2], [-0.3, 0.0, 0.9], [0.2, 0.7, -0.5], [-1.1, 0.2, -3.3], [1.3, -1.3, 1.8], [-0.9, -0.6, 0.0], [1.5, -1.2, 0.4], [-2.3, 0.0, 1.9], [-0.1, 0.3, 0.5], [0.4, 0.0, 0.1], [0.0, 0.1, 0.0], [0.2, 0.2, -0.3], [-0.2, 0.5, -0.1], [-0.2, 1.0, 0.1], [-1.0, -0.3, -0.4], [1.2, -0.7, -0.5], [0.7, 0.3, -0.6], [0.7, 0.7, -0.3], [0.0, 0.7, 1.9], [-0.8, -0.4, 1.6], [-1.3, 0.4, 0.0], [2.7, 0.3, -0.3], [-1.5, 3.1, -0.5], [0.7, -2.3, -0.2], [1.0, -1.6, -0.4], [-0.4, -0.4, 1.0], [0.3, -0.4, -0.5], [-0.6, -0.1, -0.8], [0.1, 0.3, 0.0], [0.1, 0.5, 0.3], [-0.1, -0.3, -0.3], [-0.2, 0.5, -0.4], [0.3, 0.7, -1.0], [-0.5, -0.7, -0.6], [0.2, 0.1, 0.1], [-1.0, 0.0, -0.1], [2.1, -2.5, -2.0], [2.0, 0.8, 1.5], [0.2, -1.1, 1.9], [-3.1, 1.4, 0.0], [-0.5, -0.6, -0.3], [0.1, 0.9, -1.1], [0.6, 1.6, 0.5], [-0.1, 0.3, -0.3], [-0.4, -0.2, 0.2], [0.0, 0.4, 0.2], [0.2, -0.1, -0.2], [0.4, -0.1, -0.1], [-0.1, 0.0, 0.2], [-0.4, -0.4, 0.1], [0.2, -0.4, 0.1], [-0.1, 0.1, -0.7], [0.1, 0.8, -0.3], [0.9, 1.0, 1.9], [0.3, -1.0, -0.8], [-0.3, 0.2, 1.1], [-0.6, -0.3, 0.4], [0.5, 0.3, 0.1], [0.2, 2.7, -0.9], [0.1, -1.5, 0.2], [-0.4, -1.2, -0.4], [0.5, -0.1, -0.7], [0.1, -0.6, -0.4], [-0.6, 0.3, -0.5], [-0.3, 0.0, 0.3], [-0.5, -0.3, 0.3], [0.0, -0.2, 0.1], [-0.1, 0.3, -0.2], [0.2, -0.2, -0.2], [0.0, 1.5, 1.2], [0.5, 0.6, -1.8], [0.4, -2.0, 1.1], [-0.7, 0.6, 0.1], [-0.1, -0.6, -0.4], [-0.2, 0.2, 0.5], [0.1, -0.4, -0.5], [-0.1, -0.4, -0.2], [0.1, 0.1, 0.0], [0.2, 0.0, -0.2], [-0.1, 0.4, 0.5], [-0.1, 0.0, 0.0], [-0.8, -1.6, -0.1], [0.1, 2.5, -0.1], [0.1, -0.3, 1.1], [0.1, -1.1, -0.4], [-0.1, -0.2, -0.6], [0.4, 0.2, 0.4], [-0.9, -0.2, -0.2], [0.4, 0.0, -0.2], [0.1, 0.0, -0.3], [0.4, 0.4, 0.4], [0.1, -0.1, -0.3], [0.2, 0.5, 0.2], [0.3, 0.2, 0.0], [-1.1, 2.4, -1.6], [1.5, -0.6, -0.4], [0.6, -0.3, -0.7], [-1.0, -0.6, 3.0], [-0.1, -0.2, -0.7], [-0.3, -0.8, 0.1], [-0.3, 0.4, 0.6], [0.3, -0.3, 0.2], [0.3, -0.5, 0.0], [-0.2, -0.2, -0.5], [-0.1, 0.4, -0.1], [0.0, 1.6, -0.1], [-1.0, -0.8, -0.2], [0.6, 0.4, -0.3], [0.3, -1.0, 0.5], [-0.2, 0.0, 0.2], [0.9, -0.5, 0.2], [-0.5, 0.1, 0.0], [-0.2, -0.1, -0.1], [0.2, -0.1, 0.1], [-0.5, 0.2, 0.0], [0.3, 0.1, 0.1], [0.0, -0.1, -0.2], [-0.2, -0.3, -0.1], [0.3, 1.0, -0.8], [0.2, -1.3, 0.8], [-0.2, 0.3, -0.1], [-0.4, 0.0, 0.2], [0.4, -0.1, 0.1], [-0.2, 0.2, -0.1], [0.1, 0.3, 0.0], [0.6, -0.4, -0.3], [-1.0, 0.2, 1.0], [0.6, 0.1, -0.1], [0.2, 0.1, -0.2], [-0.1, 0.1, -0.2], [-0.2, 0.0, 0.2], [0.0, 0.2, -0.2], [-0.1, -0.3, -0.2]], "lowdin_charge": [-0.1315, -0.2147, 0.4859, -0.2532, -0.2294, -0.1082, -0.2033, -0.1054, 0.0901, 0.0888, 0.0866, 0.0608, 0.0952, 0.0885, 0.0729, 0.0910, 0.0916, -0.0946, -0.2452, 0.4975, -0.2227, -0.2312, -0.0971, -0.2150, -0.1285, 0.0828, 0.0958, 0.0784, 0.0805, 0.0974, 0.0735, 0.0965, 0.0949, 0.0912, -0.0691, -0.2331, 0.4034, -0.2560, -0.1876, -0.1240, -0.1936, -0.0299, 0.0753, 0.0555, 0.0879, 0.0918, 0.0900, 0.0827, 0.0733, 0.0859, 0.0838, -0.0905, -0.2270, 0.5200, -0.2564, -0.2298, -0.1539, -0.2437, -0.0920, 0.0848, 0.0952, 0.0388, 0.0863, 0.0912, 0.0924, 0.0582, 0.0886, 0.0861, -0.1450, -0.2398, 0.5668, -0.2589, -0.2571, -0.1280, -0.2398, -0.0768, 0.0657, 0.0679, 0.0917, 0.0823, 0.0862, 0.0909, 0.0776, 0.0850, 0.0970, -0.0758, -0.1836, 0.4225, -0.2287, -0.2405, -0.1245, -0.2506, -0.1213, 0.0849, 0.0655, 0.0522, 0.0571, 0.0834, 0.0395, 0.0850, 0.0980, 0.0803, -0.0218, 0.0401, -0.6113, 0.0042, 0.0173, 0.0876, 0.0567, 0.0752, 0.0801, 0.0760, 0.0927, 0.0629, -0.0707, 0.0296, -0.5605, 0.0333, 0.0301, 0.0826, 0.0756, 0.0706, 0.1254, 0.0730, 0.0710, 0.0708, -0.0413, 0.0274, -0.6192, 0.0028, 0.0464, 0.0829, 0.0648, 0.0704, 0.1414, 0.0425, 0.0754, 0.0931, -0.0542, 0.0243, -0.5513, 0.0084, 0.0040, 0.0671, 0.0658, 0.0719, 0.1364, 0.0592, 0.0796, 0.0850, 0.5218, -0.6655, -0.7041, 0.5648, 0.0695, 0.0421, 0.0478, 0.0379, 0.5287, -0.5423, -0.6487, 0.6623, 0.0736, 0.0746, 0.0474, 0.0636], "smiles": "COP(=O)(OC)OC.COP(=O)(OC)OC.COP(=O)(OC)OC.COP(=O)(OC)OC.COP(=O)(OC)OC.COP(=O)(OC)OC.CNC(C)=O.CNC(C)=O.CNC(C)=O.CNC(C)=O.ClCCCl.ClCCCl", "energy_ev": -205844.1964, "molar_mass_g_mol": 1330.75}